{"formula": "C45H119N9O14", "method": "ωB97M-V with the def2-TZVPD basis set", "elements": ["C", "O", "C", "C", "C", "N", "H", "H", "H", "H", "H", "H", "H", "H", "H", "H", "H", "C", "O", "C", "C", "C", "N", "H", "H", "H", "H", "H", "H", "H", "H", "H", "H", "H", "C", "O", "C", "C", "C", "N", "H", "H", "H", "H", "H", "H", "H", "H", "H", "H", "H", "C", "O", "C", "C", "C", "N", "H", "H", "H", "H", "H", "H", "H", "H", "H", "H", "H", "C", "O", "C", "C", "C", "N", "H", "H", "H", "H", "H", "H", "H", "H", "H", "H", "H", "C", "O", "C", "C", "N", "C", "C", "O", "C", "H", "H", "H", "H", "H", "H", "H", "H", "H", "H", "H", "H", "H", "H", "H", "C", "O", "C", "C", "N", "C", "C", "O", "C", "H", "H", "H", "H", "H", "H", "H", "H", "H", "H", "H", "H", "H", "H", "H", "C", "O", "C", "C", "N", "C", "C", "O", "C", "H", "H", "H", "H", "H", "H", "H", "H", "H", "H", "H", "H", "H", "H", "H", "C", "O", "C", "C", "N", "C", "C", "O", "C", "H", "H", "H", "H", "H", "H", "H", "H", "H", "H", "H", "H", "H", "H", "H", "C", "O", "H", "H", "H", "H"], "positions_angstrom": [[2.114613, 0.568455, -5.316912], [3.511373, 0.508487, -5.675133], [3.771078, 0.914659, -6.997473], [4.717759, 2.098336, -7.063392], [3.997466, 3.458602, -6.792135], [5.305134, 2.081017, -8.357793], [1.792853, 1.596350, -5.149587], [1.842908, -0.141397, -4.535632], [1.576351, 0.224924, -6.200292], [4.276637, 0.061274, -7.449414], [2.847271, 1.121324, -7.537827], [5.474907, 1.942952, -6.294835], [3.381679, 3.315291, -5.904229], [3.347095, 3.660454, -7.643226], [4.756935, 4.240446, -6.796948], [6.005991, 1.364854, -8.231312], [5.980755, 2.826048, -8.450312], [0.905324, -4.941388, 2.801055], [0.564901, -4.528963, 1.508034], [-0.161145, -5.420234, 0.738606], [-0.725095, -4.795084, -0.491538], [-1.526528, -5.726955, -1.462735], [0.467553, -4.361679, -1.261086], [1.745108, -4.309142, 3.089380], [1.221582, -5.978239, 2.915143], [0.173065, -4.587559, 3.526789], [0.452086, -6.303360, 0.559353], [-0.959652, -5.848768, 1.344297], [-1.312705, -3.907039, -0.258766], [-2.034228, -5.170003, -2.250221], [-2.422551, -6.064126, -0.941624], [-0.869823, -6.476877, -1.903711], [0.008869, -3.863604, -2.010505], [0.994529, -3.618086, -0.825798], [-4.921430, 0.029794, -2.037282], [-3.994616, 0.531745, -2.997163], [-4.034399, 1.963029, -3.408569], [-3.123221, 2.175708, -4.641360], [-3.112467, 3.659740, -5.137336], [-3.724758, 1.463475, -5.728237], [-5.875138, -0.137290, -2.537911], [-5.242140, 0.722786, -1.259471], [-4.561573, -0.911802, -1.622542], [-5.008384, 2.448709, -3.468242], [-3.600892, 2.493465, -2.560736], [-2.113233, 1.860078, -4.379817], [-2.633098, 3.795604, -6.106798], [-2.429147, 4.065110, -4.391121], [-4.066092, 4.176502, -5.029330], [-4.424090, 2.076446, -6.122328], [-4.314978, 0.844538, -5.190975], [3.125592, -3.304821, 9.136958], [3.622193, -2.616713, 7.967688], [3.783081, -1.134594, 8.041275], [4.593416, -0.576099, 6.814978], [3.763291, -0.398688, 5.600870], [5.596677, -1.532132, 6.409319], [3.731318, -3.385185, 10.039593], [2.861910, -4.338738, 8.914308], [2.337241, -2.692868, 9.575283], [2.853149, -0.596174, 8.224103], [4.438009, -0.814877, 8.851790], [4.974514, 0.404674, 7.099485], [4.460643, -0.109888, 4.814480], [2.979566, 0.337626, 5.778964], [3.295983, -1.299901, 5.203962], [6.365728, -1.720553, 7.036330], [5.175364, -2.449668, 6.436341], [-3.771693, -4.266193, 5.985365], [-2.366629, -4.220891, 5.544980], [-1.666902, -3.142854, 6.266261], [-1.260687, -3.578885, 7.703285], [-0.643006, -2.489082, 8.562561], [-0.388919, -4.718012, 7.616533], [-4.295548, -3.320449, 5.846659], [-3.866166, -4.737618, 6.963601], [-4.140350, -5.069243, 5.347162], [-0.743350, -2.957170, 5.717923], [-2.350993, -2.295084, 6.303771], [-2.122818, -3.986420, 8.231255], [-1.435808, -1.760937, 8.733954], [0.144826, -2.042113, 7.956223], [-0.321007, -2.759630, 9.568155], [0.423239, -4.530224, 7.046247], [-0.842826, -5.427305, 7.058897], [0.734667, -1.486229, 3.888828], [0.380785, -0.230199, 4.581488], [0.492864, 0.957772, 3.779353], [-0.416306, 0.990122, 2.537886], [0.236861, 0.362268, 1.382817], [-0.733007, -0.524910, 0.594167], [-0.416828, -0.405179, -0.896284], [-0.425768, 0.940208, -1.118386], [0.004498, 1.216262, -2.460452], [1.215005, -2.218897, 4.537344], [1.409475, -1.320018, 3.049127], [-0.049714, -2.024581, 3.356827], [1.537245, 1.045985, 3.480036], [0.167749, 1.775256, 4.422879], [-0.814359, 1.988153, 2.354622], [-1.236581, 0.322703, 2.802097], [0.451631, 1.120700, 0.751357], [-1.709903, -0.059470, 0.725026], [-0.870882, -1.565504, 0.887877], [-1.060291, -0.992346, -1.551475], [0.576944, -0.833592, -1.026582], [0.774041, 0.500390, -2.749290], [0.385148, 2.223335, -2.290142], [-0.944125, 1.306296, -2.989705], [2.204275, 5.294771, -3.025541], [3.329545, 4.793726, -3.736393], [4.405282, 4.330943, -2.887023], [4.255241, 2.822844, -2.674795], [5.219101, 2.114059, -1.882579], [5.049907, 0.663928, -1.924279], [3.958089, 0.193907, -0.939458], [4.248234, 0.532903, 0.371129], [3.781128, -0.293973, 1.489799], [2.446716, 5.882970, -2.140468], [1.776646, 4.356280, -2.672744], [1.549943, 5.814609, -3.725335], [4.542405, 4.942662, -1.995340], [5.287099, 4.343756, -3.527585], [4.432440, 2.354085, -3.642764], [3.276169, 2.509661, -2.312266], [5.005072, 2.395281, -0.936428], [5.984003, 0.362814, -1.450041], [5.002021, 0.217096, -2.917338], [3.727502, -0.866071, -0.832784], [2.981702, 0.617267, -1.175077], [2.697161, -0.254506, 1.597239], [4.336438, 0.079703, 2.350086], [4.090029, -1.308798, 1.239171], [-4.382226, 2.292144, 1.536431], [-4.577059, 3.208450, 0.491810], [-4.417325, 4.537617, 0.886156], [-4.230410, 5.520115, -0.378310], [-2.919535, 5.420171, -1.023263], [-1.878469, 6.130519, -0.230609], [-1.991093, 7.702665, -0.322396], [-2.544162, 8.191383, 0.921044], [-2.930668, 9.608250, 0.937321], [-4.677933, 1.347687, 1.079640], [-5.024957, 2.460347, 2.400554], [-3.355283, 2.221549, 1.894905], [-3.605483, 4.641848, 1.605989], [-5.284183, 4.829733, 1.478886], [-4.537530, 6.521617, -0.077028], [-4.964874, 5.347130, -1.164905], [-2.631264, 4.456339, -1.112845], [-0.919097, 5.955286, -0.717413], [-1.617081, 5.815970, 0.779755], [-2.736510, 8.007994, -1.056717], [-0.990139, 8.110507, -0.463298], [-3.330444, 10.088512, 0.044227], [-2.038197, 10.176715, 1.198951], [-3.621041, 9.668803, 1.778636], [-1.598780, -6.642626, -5.190230], [-0.627103, -6.273929, -4.267984], [0.313789, -5.210035, -4.730559], [-0.388970, -3.856676, -5.101986], [-1.243778, -3.403730, -4.003492], [-1.838521, -2.068099, -4.368252], [-3.151572, -2.448963, -5.018237], [-3.686157, -3.720043, -4.625987], [-5.010424, -3.844300, -4.929298], [-1.221446, -7.007685, -6.145455], [-2.422756, -5.936339, -5.291743], [-1.929168, -7.658182, -4.972085], [1.004584, -5.461696, -5.535282], [0.934595, -5.034451, -3.851995], [-0.965584, -4.183504, -5.967313], [0.398437, -3.277108, -5.583849], [-2.025956, -4.040680, -4.054423], [-1.226680, -1.517923, -5.083127], [-2.033928, -1.384331, -3.542182], [-2.845644, -2.687743, -6.036812], [-3.699774, -1.506986, -5.002063], [-5.282270, -4.872720, -4.691476], [-5.059413, -3.607961, -5.992230], [-5.566936, -3.067054, -4.405569], [0.363804, 2.276357, 7.412809], [0.158259, 2.584470, 8.744394], [-0.604834, 2.443408, 6.941709], [1.208350, 2.834646, 7.008878], [0.651166, 1.224910, 7.412894], [0.974901, 2.431281, 9.225261]], "atomic_forces_ev_per_a": [[0.5964, -0.2716, -1.5033], [-1.0802, 0.0901, 1.3543], [0.3715, -0.3260, 0.1015], [-1.3859, 1.3331, 1.2861], [0.4200, -1.6927, -0.7708], [1.5406, -0.3690, -0.9573], [0.0035, 0.0419, 0.5090], [0.5348, 0.3223, 0.2874], [-0.4122, -0.0522, -0.0540], [-0.0339, -0.0595, -0.4364], [-0.0289, 0.0436, -0.1786], [0.0065, 0.0178, 0.4347], [0.3285, 0.7441, 0.2023], [-0.1571, -0.0321, -0.0632], [-0.2623, 0.1912, 0.6789], [0.0124, -1.0294, -0.7770], [-0.3763, 1.0237, -0.1207], [0.5820, 1.3088, 0.4152], [0.5060, 1.1478, -0.2035], [-1.2868, -1.9572, 1.1537], [1.2749, 0.0782, -1.4820], [-0.3188, 0.9174, 1.3944], [-0.6382, 0.4338, -0.8702], [0.5000, -0.1774, -0.1724], [-0.3692, -0.1564, -0.1489], [-0.7085, -0.7912, 0.0869], [0.3153, -0.0765, -0.7898], [-0.6189, 0.1102, 0.2669], [-0.4155, -0.0677, 0.4617], [0.7657, 0.3535, -0.1877], [0.2737, -0.9211, 0.3778], [-0.3829, -0.0967, 0.2342], [0.2921, 0.0540, -1.0074], [0.0874, -0.0859, 0.8039], [-0.9302, 0.7209, -0.8255], [0.1390, 1.1066, -0.8216], [1.5786, -0.0943, 2.1097], [-1.6861, 1.6427, -0.3401], [1.4714, -0.5431, 2.4209], [-0.5828, -1.6657, -0.2401], [-0.1716, -0.4913, -0.2615], [0.8109, 0.3130, 0.3378], [0.2233, 0.2184, -0.0795], [-0.5260, -0.7098, -0.6441], [0.2717, 0.1811, 0.2772], [-0.0713, -0.1829, -0.3738], [-0.3237, -0.3088, -0.0307], [-0.0016, 1.0730, -0.1460], [-0.0671, -0.2205, -0.2527], [0.0634, 0.2574, -0.4599], [-0.2034, -1.2911, -0.7478], [-0.2267, 1.3655, 0.3374], [0.3158, 1.2440, 0.4646], [0.9831, -0.6922, 0.3087], [-1.1410, -1.8498, 0.7244], [-0.6537, 0.5809, -1.0750], [1.3032, -0.6536, 0.0116], [1.3865, 0.2223, -0.3903], [-0.3791, 0.3955, -0.5199], [-0.8974, -0.4200, -0.4396], [-0.4744, -0.3557, -0.3301], [0.0012, -0.7313, 0.7106], [0.3969, -0.1728, 0.1289], [-0.2585, 0.4801, -0.1414], [-0.0634, 0.1264, -0.3176], [-0.0343, -0.2475, 0.4670], [0.2557, 0.8364, 0.4794], [-0.5576, -0.1189, -0.4392], [1.6635, -1.7288, -1.1121], [-0.6068, 1.5209, 1.6057], [-0.6656, -1.0055, 0.5276], [-0.3184, -0.6884, -0.0486], [-0.8608, 0.5629, -0.7729], [0.7783, -1.0940, -0.1036], [0.0802, -0.0588, 0.1472], [0.0729, 0.7279, 0.4588], [-0.5607, 0.4229, -0.3364], [-0.1956, 0.2969, -0.1559], [0.2606, 0.3926, -0.2155], [-0.4176, 0.2980, -0.0567], [0.1439, 0.4627, -0.1571], [0.3064, 0.3122, 0.4100], [0.2524, -0.5507, -0.3686], [0.4870, 0.4788, 0.0773], [-0.3692, -0.3013, 0.0762], [0.3287, 0.9057, -0.5245], [0.0000, -1.5124, -0.9240], [-0.3409, -0.4424, -0.1186], [0.4561, -1.6516, 0.6820], [-0.9207, -1.0439, -0.6694], [-0.2448, 1.3886, -0.0700], [0.3725, -1.5027, 2.0306], [0.3328, 0.6909, -1.1235], [-0.8460, 1.4153, 1.9738], [-0.1087, 0.4610, 0.5462], [0.4283, 0.4707, 0.2247], [-0.9045, 0.3678, 0.4565], [0.1213, 0.3858, -0.0455], [0.3382, -0.0439, 0.2747], [0.0799, 0.1453, -0.1404], [-0.4243, 0.2861, 0.1610], [0.2172, -0.1614, -0.3058], [-0.4216, -0.0589, -0.0725], [0.7827, -0.0123, 0.4695], [-0.5304, 0.0589, 0.0497], [0.5389, 0.0147, -0.2721], [-0.2799, 0.1663, -0.4867], [0.4924, 0.0790, -0.9541], [0.5715, -0.5279, -0.9391], [0.3676, -1.7070, -0.0190], [1.0864, 0.9445, 0.4547], [-0.1035, -0.9823, -1.1955], [-0.6352, -1.0389, -0.7696], [0.2561, 1.0498, 0.3972], [0.6537, -0.2435, 2.0749], [-1.4656, -1.0780, -0.0124], [0.9241, 1.3918, 2.1118], [0.7442, 0.4854, -2.0211], [0.2221, 0.3838, -0.1705], [-1.1109, 0.3024, 0.3956], [0.0944, -0.0273, 0.1606], [-0.1275, 0.0081, 0.0719], [0.2305, 0.7835, 0.2422], [-0.7539, 0.3158, -0.5135], [-0.7398, 0.4765, -0.2987], [0.5995, -0.1934, 0.5760], [0.1074, -0.7473, -0.2224], [-0.3032, 0.3549, -0.0467], [0.4703, -0.6638, -1.2604], [-0.3033, 0.3815, -0.4579], [0.0023, 0.1913, 0.0947], [-0.2903, -0.1162, -0.0108], [-0.0420, -0.3071, 0.3490], [-0.4249, -0.7330, -0.4332], [0.4260, 0.0203, -0.4276], [-0.3582, 1.6168, -0.8794], [-0.5258, -1.6822, 0.8304], [0.5177, 1.3999, 1.6042], [0.8546, 1.2768, -1.6765], [-1.1724, -0.8904, 1.6642], [-0.4627, 0.9497, -0.5516], [1.1698, -1.1950, 0.9974], [0.1922, -0.2483, 0.3477], [-0.2146, 0.2817, 0.0682], [0.2529, 0.1826, -0.1442], [0.6097, 0.0690, -0.2456], [-0.4584, 0.2854, -0.1139], [0.8901, 0.2367, 0.2670], [-0.2859, -0.7830, 0.1821], [-0.2516, -0.2390, 0.0041], [0.0062, -0.3505, -0.4706], [-0.9137, -0.0139, 0.4835], [0.5455, -0.2009, -0.7341], [-0.0652, 0.2673, -0.2848], [-0.2740, -0.7406, -0.3623], [0.0977, 0.1912, 0.0547], [-0.1129, 0.1975, -0.2418], [-0.0149, -1.4937, -0.6678], [1.7513, 1.5075, -1.0046], [-0.9648, 0.6070, 1.4775], [0.2671, -3.2420, -0.2937], [1.7864, 2.0394, -0.6069], [-0.4144, -1.8805, 0.8797], [1.2162, 0.2375, -2.1113], [1.6255, 1.3847, 1.9977], [-0.5689, 0.3731, -0.7707], [0.6345, 1.2436, -0.8239], [-0.0482, -0.0602, -0.0988], [-0.7809, 0.1911, 1.2878], [-0.4114, -0.7371, -0.3348], [-0.0896, -0.1505, 0.1195], [-0.6431, 0.3704, -0.4348], [-0.0523, 0.9451, 0.9200], [0.1376, -0.1821, 0.5756], [0.0343, -0.1293, -0.0419], [0.2855, -0.3558, 0.4834], [-0.4077, 0.6186, -0.6423], [-1.3625, -0.6478, 0.1072], [-0.4427, 0.2453, -0.0912], [-0.8614, -0.3912, -0.4207], [-0.5823, -0.3063, 0.2268], [0.3811, -0.9615, -0.0326], [-0.2512, 0.9132, 1.8611], [0.4121, -0.0364, -0.5133], [-0.2693, 0.3233, -0.5276], [-0.2138, -0.3145, -0.9214], [-0.0541, 0.0353, 0.1084]], "mulliken_charge": [-0.745, -0.262, -0.839, 0.592, -1.208, -0.776, 0.333, 0.116, 0.460, 0.220, 0.385, 0.287, 0.071, 0.404, 0.362, 0.293, 0.285, -0.794, -0.134, -1.161, 1.339, -1.244, -0.558, 0.244, 0.411, 0.204, 0.366, 0.423, -0.108, 0.015, 0.555, 0.350, 0.039, 0.255, -0.775, 0.000, -0.835, 1.540, -1.713, -0.719, 0.337, 0.095, 0.279, 0.490, 0.264, -0.575, 0.437, 0.400, 0.396, 0.345, 0.172, -0.780, -0.362, -0.693, 0.429, -0.871, -0.837, 0.347, 0.296, 0.202, 0.334, 0.412, 0.527, 0.223, 0.237, -0.029, 0.275, 0.270, -0.780, -0.345, 0.041, 0.333, -1.292, -0.686, 0.314, 0.305, 0.273, -0.405, 0.505, 0.290, 0.413, 0.054, 0.382, 0.225, 0.348, -0.886, -0.135, -0.605, -0.987, 0.487, -0.837, 0.161, -0.164, 0.854, 0.523, 0.045, 0.409, 0.219, 0.259, 0.517, 0.392, 0.036, 0.275, 0.273, -0.293, 0.183, 0.247, 0.102, -1.375, -0.341, -0.269, -0.722, 0.868, -0.411, -0.771, 0.151, -0.476, -0.462, 0.352, -0.144, 0.348, 0.386, 0.251, -0.232, -0.360, 0.331, 0.319, 0.336, 0.565, -0.288, 0.098, 0.067, 0.476, -0.477, -0.182, -0.665, -0.812, -0.167, -0.291, -0.755, -0.324, -0.767, 0.184, 0.382, 0.059, 0.429, 0.379, 0.393, 0.361, 0.050, 0.327, 0.259, 0.389, 0.417, 0.320, 0.297, 0.240, -0.602, -0.290, -0.852, -0.676, 0.346, 0.602, -1.069, -0.353, -0.869, 0.327, 0.093, 0.289, 0.479, 0.323, 0.418, 0.443, -0.007, 0.114, -0.750, 0.379, 0.690, 0.239, 0.383, 0.244, -0.384, -0.567, 0.246, 0.265, 0.143, 0.300], "lumo_ev": 0.44, "gap_ha": 0.3284, "energy_ev": -90654.826, "smiles": "COC[C@H](C)N.COC[C@H](C)N.COC[C@H](C)N.COC[C@H](C)N.COC[C@H](C)N.COCCNCCOC.COCCNCCOC.COCCNCCOC.COCCNCCOC.CO"}